{
  "formula": "C19H32ClO16PSi",
  "method": "the ωB97M-V functional and the def2-TZVPD basis",
  "elements": ["O", "P", "O", "O", "Si", "Cl", "C", "C", "C", "O", "H", "H", "H", "H", "H", "H", "H", "H", "C", "C", "C", "O", "C", "O", "O", "H", "H", "H", "H", "H", "H", "C", "C", "C", "O", "C", "O", "O", "H", "H", "H", "H", "H", "H", "C", "C", "C", "O", "C", "O", "O", "H", "H", "H", "H", "H", "H", "C", "C", "C", "O", "C", "O", "O", "H", "H", "H", "H", "H", "H"],
  "positions_angstrom": [[-3.961, -5.362, -4.314], [-5.094, -5.412, -3.213], [-6.605, -5.013, -4.058], [-5.366, -7.050, -2.582], [-4.900, -3.940, -1.596], [-5.701, -2.021, -2.195], [-3.142, -3.788, -0.828], [-1.940, -4.285, -2.048], [-0.606, -3.186, -2.210], [-1.825, -3.355, -3.300], [-7.194, -4.471, -3.456], [-5.946, -7.556, -3.253], [-5.788, -4.410, -0.502], [-2.936, -4.467, 0.101], [-2.816, -2.655, -0.674], [-1.700, -5.511, -2.159], [0.254, -3.692, -2.820], [-0.812, -2.036, -2.094], [-0.318, 1.975, -0.469], [-0.669, 1.090, 0.709], [0.510, 0.387, 1.311], [-0.090, -0.751, 1.906], [-1.214, -1.019, 1.173], [-1.879, -2.034, 1.276], [-1.489, 0.004, 0.308], [-1.228, 2.352, -0.947], [0.292, 2.826, -0.153], [0.230, 1.417, -1.236], [-1.222, 1.667, 1.461], [1.021, 0.994, 2.062], [1.240, 0.043, 0.569], [4.660, -1.603, 4.104], [4.585, -0.211, 3.512], [5.423, 0.800, 4.235], [4.757, 2.013, 3.933], [3.444, 1.689, 3.726], [2.539, 2.499, 3.628], [3.282, 0.332, 3.646], [3.930, -2.262, 3.623], [5.659, -2.032, 3.976], [4.417, -1.595, 5.172], [4.826, -0.245, 2.442], [6.455, 0.823, 3.875], [5.425, 0.669, 5.323], [3.038, 6.678, 4.732], [4.295, 5.856, 4.926], [4.689, 5.683, 6.362], [6.085, 5.463, 6.267], [6.498, 6.106, 5.132], [7.663, 6.292, 4.828], [5.428, 6.516, 4.385], [2.877, 6.882, 3.668], [2.162, 6.155, 5.126], [3.118, 7.651, 5.228], [4.196, 4.890, 4.416], [4.192, 4.831, 6.833], [4.523, 6.578, 6.972], [-3.185, -2.471, -6.500], [-3.298, -0.972, -6.315], [-4.698, -0.451, -6.442], [-4.484, 0.893, -6.835], [-3.290, 0.912, -7.502], [-2.873, 1.859, -8.145], [-2.628, -0.276, -7.353], [-2.133, -2.773, -6.531], [-3.680, -3.006, -5.684], [-3.630, -2.790, -7.449], [-2.841, -0.675, -5.363], [-5.249, -0.497, -5.498], [-5.282, -0.950, -7.223]],
  "forces_ev_per_angstrom": [[-3.710, -0.184, 4.136], [0.539, -2.935, -6.421], [1.747, -0.005, 2.873], [-0.824, 2.505, -2.196], [0.589, 1.862, 2.369], [0.671, -1.648, 0.141], [2.974, -0.012, -2.301], [1.837, 3.002, -0.481], [-4.303, -1.747, -3.608], [0.684, -2.933, 4.312], [0.824, -0.877, -0.921], [1.292, 1.274, 1.358], [-0.133, 0.072, -0.342], [-0.582, 1.502, -1.698], [-1.052, -2.630, 0.043], [-0.688, 3.761, 0.000], [-1.230, 1.526, 1.792], [1.250, -2.513, 0.758], [-0.277, -0.044, -0.342], [0.502, 1.291, -0.632], [0.744, 0.580, 0.459], [-1.080, -0.633, -0.430], [-0.939, -1.658, 0.301], [1.377, 2.099, -0.138], [-0.105, -1.236, 0.614], [0.141, 0.040, 0.167], [-0.110, -0.140, 0.036], [-0.004, 0.003, 0.198], [0.125, -0.101, 0.025], [-0.110, -0.228, 0.005], [-0.131, 0.139, -0.108], [-0.396, -0.203, 0.054], [0.614, -1.384, 0.175], [0.972, -0.114, 0.081], [-1.256, 0.197, -0.214], [-1.404, 1.277, -0.091], [1.767, -1.564, 0.156], [-0.279, 1.392, 0.005], [0.205, 0.090, -0.023], [-0.127, 0.118, -0.040], [0.097, 0.124, -0.141], [0.059, 0.099, 0.097], [-0.208, 0.192, 0.037], [-0.053, -0.173, -0.118], [0.026, 0.310, -0.292], [-1.452, 0.139, -0.179], [-0.498, -0.423, 0.590], [0.625, 0.350, -0.713], [2.303, 0.453, -0.699], [-2.534, -0.437, 0.700], [1.166, -0.205, 0.483], [-0.029, -0.167, 0.162], [0.166, -0.010, -0.072], [0.067, -0.181, 0.036], [0.012, 0.015, 0.158], [0.241, 0.073, -0.042], [-0.120, 0.003, -0.170], [0.269, -0.089, -0.197], [-0.005, -1.545, 0.407], [-0.643, -0.258, 0.569], [0.809, 0.431, -0.569], [0.886, 1.721, -1.286], [-0.921, -1.976, 1.377], [-0.379, 1.292, -0.361], [-0.191, 0.035, 0.196], [0.148, 0.056, -0.053], [-0.054, 0.166, 0.120], [-0.140, 0.021, -0.023], [0.066, 0.172, -0.164], [0.173, -0.128, 0.072]],
  "nbo_charge": [-1.012, 1.773, -0.962, -0.971, 0.992, -0.361, -0.913, 0.074, -0.208, -0.578, 0.494, 0.514, -0.144, 0.279, 0.306, 0.243, 0.225, 0.241, -0.627, 0.060, -0.104, -0.481, 0.974, -0.595, -0.492, 0.232, 0.229, 0.216, 0.188, 0.229, 0.178, -0.628, 0.059, -0.096, -0.485, 0.970, -0.595, -0.488, 0.234, 0.226, 0.220, 0.185, 0.213, 0.188, -0.625, 0.052, -0.094, -0.489, 0.964, -0.575, -0.486, 0.230, 0.224, 0.214, 0.197, 0.203, 0.182, -0.629, 0.059, -0.095, -0.490, 0.964, -0.581, -0.488, 0.231, 0.248, 0.210, 0.182, 0.204, 0.183],
  "relative_energy_ev": 4.332,
  "spin_multiplicity": 1,
  "homo_energy_ha": -0.3716,
  "smiles": "O=P(O)(O)[Si@H](Cl)C[C@@H]1CO1.C[C@@H]1COC(=O)O1.C[C@@H]1COC(=O)O1.C[C@@H]1COC(=O)O1.C[C@@H]1COC(=O)O1",
  "lumo_energy_ev": -0.4,
  "max_force_ev_per_a": 7.08
}